{
  "formula": "C17H20N2O3S",
  "method": "wB97M-V/def2-TZVPD",
  "symbols": ["N", "C", "C", "C", "C", "C", "C", "O", "C", "C", "C", "C", "C", "C", "H", "H", "H", "H", "H", "H", "H", "S", "O", "O", "N", "C", "C", "C", "C", "C", "H", "H", "H", "H", "H", "H", "H", "H", "H", "H", "H", "H", "H"],
  "coordinates": [[2.213601, 3.418935, -0.594943], [1.513108, 2.297490, -0.231629], [0.130219, 2.212380, -0.374734], [-0.535939, 1.045103, -0.060840], [0.136090, -0.062745, 0.410072], [1.513345, 0.003147, 0.565004], [2.201004, 1.160246, 0.240921], [3.556384, 1.303880, 0.440803], [4.405727, 0.263717, 0.159256], [4.159244, -0.672177, -0.838752], [5.096408, -1.655235, -1.099464], [6.278081, -1.711104, -0.380352], [6.527132, -0.768305, 0.603189], [5.597445, 0.216771, 0.875978], [5.776743, 0.959076, 1.638198], [7.448906, -0.801096, 1.164502], [7.003506, -2.482565, -0.588762], [4.900660, -2.379473, -1.876150], [3.244038, -0.620735, -1.409845], [2.060815, -0.846695, 0.945520], [-0.408084, -0.957871, 0.659042], [-2.314887, 1.057367, -0.283403], [-2.577774, 1.197027, -1.689602], [-2.854100, 2.056395, 0.598097], [-2.757887, -0.472142, 0.241705], [-3.201007, -1.385915, -0.790667], [-4.671892, -1.171435, -1.144254], [-5.530420, -1.273877, 0.114290], [-5.035396, -0.277273, 1.159951], [-3.554915, -0.519191, 1.449616], [-3.165577, 0.249033, 2.117417], [-3.409102, -1.503913, 1.908216], [-5.144559, 0.741030, 0.783029], [-5.610022, -0.370184, 2.083038], [-6.576115, -1.075597, -0.127862], [-5.464355, -2.288150, 0.518497], [-4.772728, -0.177306, -1.582588], [-4.982935, -1.911200, -1.883813], [-2.570043, -1.212217, -1.662293], [-3.038913, -2.406637, -0.425547], [-0.436088, 3.055766, -0.736700], [1.697420, 4.279883, -0.655707], [3.152874, 3.485782, -0.238438]],
  "forces_ev_per_a": [[0.26, 0.23, -0.08], [-0.08, -0.52, 0.04], [0.19, 0.08, 0.01], [-0.51, -0.13, 0.02], [0.00, -0.15, 0.03], [0.13, 0.23, 0.02], [-0.47, -0.02, 0.01], [-0.16, 0.25, -0.01], [0.44, -0.34, -0.11], [-0.19, 0.26, 0.03], [0.06, -0.03, 0.03], [0.09, -0.10, -0.03], [0.00, -0.04, -0.03], [-0.32, 0.16, 0.00], [0.00, 0.08, 0.09], [0.07, 0.01, 0.05], [0.06, -0.06, -0.02], [-0.02, -0.05, -0.06], [-0.04, -0.01, -0.04], [0.02, -0.05, 0.02], [-0.02, -0.10, 0.04], [0.48, -0.25, 0.16], [0.08, -0.26, 0.02], [0.04, -0.21, 0.17], [0.37, 1.09, -0.37], [-0.11, -0.13, -0.72], [0.07, -0.21, 0.17], [-0.02, 0.23, -0.09], [0.09, -0.27, 0.04], [-0.31, 0.38, 0.57], [-0.09, -0.19, 0.17], [0.04, 0.06, -0.02], [-0.07, 0.05, 0.06], [-0.01, 0.06, 0.03], [-0.02, -0.08, 0.03], [-0.07, -0.07, 0.02], [-0.04, -0.02, -0.09], [0.01, 0.02, -0.06], [-0.05, -0.27, -0.02], [0.05, 0.06, -0.02], [0.02, 0.22, -0.08], [0.09, -0.01, 0.05], [-0.06, 0.10, -0.01]],
  "de_lowest_ev": 1.666,
  "homo_lumo_gap_ha": 0.3283,
  "e_lumo_ev": 0.77,
  "e_homo_ev": -8.17,
  "smiles": "Nc1cc(S(=O)(=O)N2CCCCC2)ccc1Oc1ccccc1"
}

{
  "formula": "C17H20N2O3S",
  "method": "wB97M-V/def2-TZVPD",
  "symbols": ["C", "C", "C", "C", "C", "C", "C", "C", "C", "H", "O", "C", "H", "H", "H", "O", "C", "C", "H", "H", "S", "C", "N", "C", "C", "C", "O", "N", "H", "H", "C", "H", "H", "H", "H", "H", "H", "H", "H", "H", "H", "H", "H"],
  "coordinates": [[-0.275700, 7.352351, -2.225256], [-0.344230, 5.864031, -2.226260], [0.228656, 5.090123, -1.307019], [0.204469, 3.636968, -1.248348], [-0.476896, 2.836715, -2.162212], [-0.449858, 1.465933, -2.036052], [0.248815, 0.826206, -1.014648], [0.947701, 1.620405, -0.087485], [0.903142, 2.999511, -0.221943], [1.436796, 3.616560, 0.484037], [1.645107, 0.992254, 0.919654], [2.278521, 1.773860, 1.901361], [3.078741, 2.387272, 1.475452], [1.566160, 2.415562, 2.429884], [2.707824, 1.060277, 2.603653], [0.188034, -0.540221, -1.079366], [0.594861, -1.363140, -0.013094], [-0.369941, -1.270287, 1.167115], [-1.360478, -1.625757, 0.887594], [-0.422569, -0.250423, 1.545308], [0.199149, -2.274167, 2.564296], [-0.243285, -3.878243, 2.018413], [-0.833557, -4.025753, 0.881701], [-1.165463, -5.290211, 0.493180], [-0.890483, -6.377403, 1.261842], [-0.235651, -6.241966, 2.535994], [0.064043, -7.116195, 3.317862], [0.063419, -4.899032, 2.845412], [0.524337, -4.723008, 3.730606], [-1.151998, -7.374423, 0.948397], [-1.848304, -5.371524, -0.830849], [-2.008244, -6.404391, -1.123807], [-1.248976, -4.863353, -1.583508], [-2.806882, -4.858095, -0.777110], [1.613165, -1.133690, 0.312408], [0.561360, -2.376945, -0.422139], [-0.974440, 0.836499, -2.737571], [-1.033658, 3.279800, -2.971438], [0.782623, 5.567799, -0.506853], [-0.902934, 5.431670, -3.044307], [0.297700, 7.720220, -1.377782], [0.188348, 7.708400, -3.145344], [-1.279425, 7.775810, -2.181776]],
  "forces_ev_per_a": [[-0.01, -0.04, -0.02], [0.15, -0.03, 0.23], [-0.12, 0.46, -0.23], [0.01, -0.61, 0.06], [0.10, 0.09, 0.15], [0.12, -0.08, 0.18], [-0.04, 0.05, -0.06], [0.00, -0.30, 0.07], [-0.05, 0.12, -0.08], [0.06, 0.04, 0.09], [-0.27, -0.08, -0.43], [0.12, 0.13, 0.17], [-0.05, -0.01, 0.03], [0.03, 0.00, -0.03], [0.01, 0.10, -0.01], [-0.02, 0.42, -0.25], [0.24, -0.47, 0.43], [0.10, -0.26, -0.11], [0.02, 0.09, 0.00], [-0.01, -0.03, 0.06], [0.12, 0.29, 0.17], [-0.13, 0.24, -0.27], [-0.03, 0.38, -0.07], [0.09, -0.49, 0.28], [-0.13, 0.02, -0.26], [0.01, 0.20, -0.02], [0.06, -0.22, 0.18], [0.06, 0.03, 0.10], [-0.06, -0.11, -0.10], [-0.02, -0.09, -0.02], [0.02, -0.13, 0.07], [-0.05, -0.06, -0.08], [0.04, 0.02, -0.06], [-0.07, 0.04, -0.01], [-0.20, -0.09, -0.09], [0.02, 0.19, 0.13], [-0.06, -0.09, -0.07], [-0.07, 0.05, -0.10], [0.05, 0.12, 0.07], [-0.06, -0.19, -0.09], [0.03, 0.07, 0.05], [0.02, 0.11, -0.04], [-0.03, 0.11, 0.00]],
  "de_lowest_ev": 1.906,
  "homo_lumo_gap_ha": 0.3053,
  "e_lumo_ev": 0.52,
  "e_homo_ev": -7.79,
  "smiles": "C/C=C/c1ccc(OCCSc2nc(C)cc(=O)[nH]2)c(OC)c1"
}

{
  "formula": "C17H20N3O3S",
  "method": "wB97M-V/def2-TZVPD",
  "symbols": ["C", "C", "O", "N", "C", "C", "C", "N", "C", "C", "C", "C", "C", "C", "S", "C", "O", "O", "C", "C", "C", "N", "C", "C", "H", "H", "H", "H", "H", "H", "H", "H", "H", "H", "H", "H", "H", "H", "H", "H", "H", "H", "H", "H"],
  "coordinates": [[3.229484, -0.049286, 1.874962], [1.786075, -0.723645, 1.743469], [1.331111, -0.859825, 0.344300], [-0.021785, -0.630558, 0.400188], [-0.780776, -1.802815, 0.858292], [-0.306545, -3.262270, 0.721829], [-1.163605, -4.382650, 1.271443], [-2.434517, -4.374090, 1.905816], [-2.824302, -3.011064, 2.009079], [-2.135769, -1.731976, 1.583120], [-0.567232, -0.024500, -0.857220], [0.582451, 0.284316, -1.970752], [1.451004, 1.593233, -1.648122], [2.790836, 1.492389, -2.565518], [3.987393, 0.183579, -1.991178], [-1.594521, -1.046507, -1.610133], [-1.108887, -1.869305, -2.468970], [-2.947802, -1.057798, -1.380844], [-1.259943, 1.355600, -0.454301], [-2.482564, 1.984074, -1.220785], [-3.022791, 3.303030, -0.647030], [-2.596279, 4.086727, 0.451352], [-1.504904, 3.559235, 1.185570], [-0.840438, 2.243361, 0.760151], [3.378434, 0.176773, 3.000268], [4.050850, -0.806457, 1.611445], [3.335964, 0.945965, 1.326045], [1.663992, -1.710657, 2.308235], [1.033942, 0.006461, 2.232298], [0.686118, -3.492135, 0.210963], [-0.716023, -5.441385, 1.160866], [-3.853726, -2.868247, 2.511601], [-2.615963, -0.719671, 1.793664], [1.212556, -0.649984, -2.203497], [0.010966, 0.506193, -2.951052], [1.794054, 1.593563, -0.557575], [0.910415, 2.542822, -1.972056], [2.555325, 1.270727, -3.663620], [3.342790, 2.492123, -2.495247], [3.551782, -0.276191, -0.755164], [-2.936467, 1.462632, -2.137812], [-3.934832, 3.726252, -1.212705], [-1.091067, 4.097814, 2.113954], [0.055194, 1.884149, 1.384668]],
  "forces_ev_per_a": [[-0.08, -0.90, 0.87], [-0.24, 1.47, 0.70], [1.68, -0.34, 1.74], [-3.13, -1.15, -0.13], [-1.98, -3.93, 1.49], [-2.31, 1.23, 1.29], [0.67, 0.35, -0.37], [3.25, 4.91, -1.87], [0.11, 0.86, -0.14], [1.82, -2.07, -0.80], [-0.32, 1.04, -1.25], [-0.67, 0.60, -0.24], [1.13, -1.31, -1.12], [-0.70, 0.98, 0.78], [-0.10, -0.13, 0.25], [-4.73, -2.65, -1.92], [0.18, 2.50, 2.50], [5.64, 1.36, 0.13], [-2.71, 3.91, 0.97], [2.29, 1.07, 3.31], [0.85, -1.31, -0.53], [1.78, -3.37, -0.54], [-0.23, -2.75, -2.81], [-1.09, 0.12, -1.14], [-0.29, -0.36, -1.73], [-1.06, 1.33, 0.08], [-0.22, -1.57, 0.52], [0.50, 1.19, -0.93], [1.15, -1.18, -0.74], [-1.64, 0.28, 0.84], [-0.76, 1.84, 0.09], [1.81, -0.17, -0.87], [0.63, -1.71, -0.45], [-1.01, 1.51, 0.73], [0.77, -0.44, 1.62], [-0.64, 0.32, -1.49], [0.60, -1.25, 0.81], [0.23, 0.23, 1.62], [-0.71, -1.41, -0.23], [-0.23, 0.79, -1.15], [0.67, 0.92, 1.78], [1.61, -0.60, 1.09], [-0.92, -0.76, -1.74], [-1.58, 0.55, -1.00]],
  "charge": -1,
  "de_lowest_ev": 7.226,
  "homo_lumo_gap_ha": 0.2675,
  "e_lumo_ev": 2.59,
  "e_homo_ev": -4.69,
  "smiles": "CCON(c1ccncc1)[C@@](CCCS)(C(=O)[O-])c1ccncc1"
}

{
  "formula": "C17H20N4O3PW",
  "method": "wB97M-V/def2-TZVPD",
  "symbols": ["W", "O", "C", "N", "C", "O", "C", "C", "C", "C", "C", "N", "C", "C", "C", "C", "C", "N", "H", "H", "H", "H", "H", "H", "H", "H", "C", "P", "C", "C", "O", "H", "H", "H", "H", "H", "H", "H", "H", "H", "C", "C", "N", "H", "H", "H"],
  "coordinates": [[0.338759, 0.222452, 0.119926], [0.151459, 1.657352, -1.309674], [1.182159, 2.005952, -0.612774], [1.040859, 2.085052, 0.731826], [-0.282941, 2.356352, 1.156126], [-1.064141, 3.048552, 0.552226], [-0.610541, 1.555352, 2.389126], [-1.273641, 2.007652, 3.515526], [-1.461241, 1.113552, 4.570626], [-1.017141, -0.196448, 4.424526], [-0.431141, -0.592948, 3.229726], [-0.210241, 0.262752, 2.216426], [2.511459, 1.458952, -1.060074], [3.518959, 1.961152, -1.842674], [4.569859, 1.098852, -2.168674], [4.540959, -0.209248, -1.698874], [3.490759, -0.637548, -0.902474], [2.457459, 0.174252, -0.585374], [-1.612041, 3.034252, 3.576826], [-1.943341, 1.434452, 5.486226], [-1.123541, -0.914348, 5.226826], [-0.114741, -1.618448, 3.079626], [3.480459, 2.980052, -2.202374], [5.388759, 1.448852, -2.780374], [5.329259, -0.898048, -1.965574], [3.480459, -1.634248, -0.477874], [-3.665241, -1.254548, -1.670574], [-2.359841, -0.022948, -1.508374], [-1.120441, -0.345348, -2.838274], [-3.008841, 1.660452, -1.438574], [-1.587241, -0.299348, -0.164074], [-4.180041, -1.103748, -2.618474], [-4.393941, -1.158348, -0.867674], [-3.236941, -2.256348, -1.654874], [-1.494841, -1.123448, -3.505474], [-0.157941, -0.680948, -2.381674], [-0.948641, 0.543752, -3.446074], [-3.478941, 1.915252, -2.385874], [-2.234041, 2.396852, -1.213174], [-3.767441, 1.693952, -0.654274], [0.945159, -4.322348, 0.651326], [0.775559, -2.938248, 0.550526], [0.624859, -1.775648, 0.438626], [1.544059, -4.708648, -0.180274], [-0.030041, -4.821748, 0.629626], [1.437859, -4.603148, 1.588826]],
  "forces_ev_per_a": [[1.34, -1.06, 1.36], [-1.55, 0.08, -1.18], [1.44, -0.73, 0.15], [-0.39, 0.12, 0.20], [-1.36, 1.57, 0.78], [0.38, 0.07, 0.77], [-0.03, 0.00, 0.07], [0.12, -0.11, -0.25], [0.11, -0.04, -0.28], [0.15, 0.07, -0.31], [0.11, -0.47, -0.02], [-0.32, 0.66, 0.00], [0.16, -0.34, -0.11], [-0.31, 0.06, 0.23], [-0.28, -0.13, 0.20], [-0.10, 0.12, 0.06], [-0.25, -0.28, 0.26], [-0.08, 0.76, -0.78], [0.07, 0.00, -0.06], [0.03, 0.01, -0.03], [-0.02, -0.02, -0.06], [-0.04, 0.11, 0.03], [0.04, 0.04, 0.03], [0.05, -0.01, -0.07], [0.04, -0.06, 0.15], [-0.07, 0.01, -0.13], [0.27, 0.42, 0.20], [-0.47, 0.05, -1.31], [-0.35, 0.10, 0.24], [0.10, -0.43, -0.15], [1.70, 0.53, 0.31], [-0.01, 0.05, -0.13], [0.00, 0.06, 0.08], [0.07, 0.02, -0.02], [0.03, -0.07, 0.12], [-0.71, 0.15, -0.48], [0.10, 0.00, 0.15], [-0.09, -0.02, -0.14], [-0.04, -0.26, -0.11], [-0.02, -0.05, 0.00], [0.07, -1.71, 0.11], [-0.48, 4.23, -0.45], [0.60, -3.83, 0.57], [0.01, 0.12, 0.01], [0.00, 0.07, 0.00], [0.02, 0.16, 0.00]],
  "charge": 3,
  "homo_lumo_gap_ha": [0.2538, 0.2548],
  "e_lumo_ev": [-11.94, -11.91],
  "e_homo_ev": [-18.85, -18.84]
}

{
  "formula": "C17H20N4OS",
  "method": "wB97M-V/def2-TZVPD",
  "symbols": ["C", "C", "C", "C", "C", "N", "C", "C", "C", "C", "C", "O", "H", "H", "H", "H", "H", "C", "H", "H", "H", "C", "N", "N", "C", "N", "C", "C", "C", "H", "H", "H", "H", "H", "S", "C", "H", "H", "H", "H", "H", "H", "H"],
  "coordinates": [[-3.072725, -3.379851, 0.471071], [-1.879153, -2.501630, 0.339352], [-1.511450, -1.686899, -0.691542], [-0.279952, -1.073586, -0.340823], [0.050366, -1.526556, 0.922717], [-0.922032, -2.402154, 1.317314], [-0.962882, -3.082056, 2.590162], [-1.613445, -2.249680, 3.652352], [-1.117204, -1.669322, 4.782634], [-2.202011, -0.988065, 5.387733], [-3.272190, -1.201801, 4.578137], [-2.928067, -1.965836, 3.529341], [-4.292364, -0.878661, 4.635383], [-2.179917, -0.420088, 6.294568], [-0.112131, -1.726712, 5.148557], [-1.523261, -4.012856, 2.462265], [0.053921, -3.324856, 2.906968], [1.158397, -1.128826, 1.835398], [0.773470, -0.949278, 2.838022], [1.926904, -1.902643, 1.898019], [1.619847, -0.210242, 1.484686], [0.453406, -0.159758, -1.192376], [-0.205431, 0.677863, -1.898547], [0.464619, 1.555478, -2.696839], [1.668922, 2.171752, -2.421674], [2.161034, 3.194500, -2.975915], [1.570346, 3.939931, -4.007427], [1.818366, 5.426458, -3.977253], [2.521145, 4.579245, -4.986233], [3.571052, 4.388738, -4.833745], [2.218111, 4.636331, -6.020571], [2.398008, 5.802808, -3.149993], [1.022062, 6.077884, -4.303799], [0.609935, 3.613541, -4.411747], [2.626784, 1.462325, -1.112631], [1.948775, -0.233286, -1.280415], [2.242819, -0.597333, -2.268870], [2.401986, -0.853322, -0.515153], [-0.186485, 2.115001, -3.234928], [-2.033500, -1.537610, -1.613972], [-2.788993, -4.433061, 0.515057], [-3.714392, -3.236940, -0.393493], [-3.638844, -3.136366, 1.369472]],
  "forces_ev_per_a": [[0.11, -0.01, 0.10], [-0.32, 0.00, -0.35], [0.04, -0.11, 0.21], [-0.26, -0.48, 0.44], [0.28, 0.41, -0.37], [0.03, -0.09, -0.20], [-0.38, 0.13, 0.29], [0.84, -0.04, 0.47], [-0.13, -0.39, -0.55], [-0.55, 0.03, -0.21], [0.19, 0.45, 0.80], [-0.07, -0.28, -0.50], [-0.16, 0.00, -0.08], [-0.08, 0.14, 0.18], [0.24, -0.05, -0.01], [0.18, 0.05, 0.01], [-0.16, -0.03, 0.00], [-0.01, -0.16, -0.04], [0.07, 0.08, 0.07], [0.11, 0.00, 0.07], [0.04, 0.06, 0.03], [0.48, 0.44, -0.18], [-0.52, -0.36, 0.49], [-0.10, 0.25, -0.83], [0.44, 0.15, 0.22], [0.55, -0.19, 0.40], [-0.43, 0.08, -0.21], [-0.17, 0.08, -0.01], [-0.04, -0.06, -0.16], [0.06, -0.08, 0.09], [-0.07, 0.03, -0.05], [0.04, -0.06, 0.10], [-0.05, 0.02, -0.07], [0.10, 0.13, -0.04], [-0.12, -0.35, 0.02], [0.10, 0.70, -0.14], [-0.04, -0.12, 0.08], [-0.04, -0.06, -0.01], [0.20, -0.16, 0.18], [-0.18, -0.01, -0.20], [-0.07, -0.09, 0.00], [-0.04, -0.02, -0.04], [-0.11, -0.06, 0.01]],
  "de_lowest_ev": 3.415,
  "homo_lumo_gap_ha": 0.3014,
  "e_lumo_ev": 0.70,
  "e_homo_ev": -7.50,
  "smiles": "Cc1cc(C2=NN/C(=N\\C3CC3)SC2)c(C)n1Cc1ccco1"
}

Across the entries above, DFT total energy takes the values -37911.294 -37911.054 -39394.158 -41144.181 -36794.309 eV, respectively.
Across the entries above, max |F| takes the values 1.21 0.68 6.18 4.28 0.97 eV/A, respectively.